# 1
The following is a quantum chemistry calculation of a cluster of 5 separate species, C15H24ClO21PS5 in total in a non-equilibrium geometry, from the Open Molecules 2025 dataset.

Values from the calculation:
Total charge: 0
Structure (SMILES): CC[C@@H](Cl)C1=C(P(O)(O)=S)C(=O)OC1=O.O=S1(=O)OCCO1.O=S1(=O)OCCO1.O=S1(=O)OCCO1.O=S1(=O)OCCO1
2S+1: 1
Lowest unoccupied orbital energy (hartree): -0.03777
HOMO level (eV): -9.115
E_tot (Ha): -4958.5138

Atoms and positions in Å:
C -3.017 -0.414 2.089
C -3.528 -1.525 1.173
C -2.819 -1.651 -0.194
Cl -3.941 -2.487 -1.329
C -2.389 -0.337 -0.753
C -1.190 0.242 -0.651
P 0.340 -0.365 0.039
O 0.873 0.828 0.956
O 0.005 -1.559 1.044
S 1.555 -0.891 -1.344
C -1.249 1.583 -1.312
O -0.402 2.400 -1.449
O -2.526 1.752 -1.792
C -3.265 0.607 -1.543
O -4.374 0.494 -1.926
H -1.935 -0.272 2.038
H -3.252 -0.665 3.123
H -3.487 0.541 1.850
H -4.578 -1.334 0.949
H -3.447 -2.498 1.653
H -1.965 -2.321 -0.150
H 1.839 0.747 1.010
H -0.065 -1.304 1.980
O 5.872 0.794 -1.948
S 4.955 1.768 -1.474
O 4.681 1.872 -0.082
O 3.597 1.623 -2.283
C 3.230 2.867 -2.896
C 4.560 3.534 -3.178
O 5.350 3.213 -2.013
H 2.623 3.436 -2.190
H 2.655 2.666 -3.795
H 4.478 4.614 -3.266
H 5.037 3.125 -4.065
O 0.350 0.277 6.289
S 0.771 -0.649 5.304
O -0.164 -1.302 4.452
O 1.723 -1.723 5.991
C 3.001 -1.767 5.332
C 3.191 -0.356 4.810
O 1.876 0.017 4.364
H 2.954 -2.496 4.523
H 3.758 -2.062 6.053
H 3.880 -0.297 3.972
H 3.504 0.332 5.597
O 5.368 2.823 -6.119
S 4.819 3.848 -6.934
O 5.529 5.049 -7.180
O 3.357 4.185 -6.384
C 2.376 4.011 -7.422
C 2.963 2.920 -8.297
O 4.368 3.223 -8.325
H 2.269 4.953 -7.962
H 1.427 3.733 -6.971
H 2.579 2.932 -9.313
H 2.826 1.930 -7.859
O -4.322 -2.910 3.760
S -5.703 -3.204 3.914
O -6.679 -2.209 3.662
O -5.918 -3.842 5.358
C -6.545 -5.130 5.259
C -6.066 -5.662 3.922
O -6.079 -4.504 3.074
H -7.627 -4.996 5.279
H -6.232 -5.741 6.100
H -6.724 -6.416 3.499
H -5.047 -6.047 3.979

---

# 2
The following is a quantum chemistry calculation of a structure of composition C15H24CsN3O9, from the Open Molecules 2025 dataset.

Values from the calculation:
Total charge: 0
2S+1: 1
Lowest unoccupied orbital energy (hartree): -0.00506
HOMO level (eV): -7.472
E_tot (Ha): -1447.4399

Atoms and positions in Å:
Cs 0.205 0.052 1.009
C 0.880 2.566 -1.362
O 2.038 1.782 -1.116
C 2.408 1.021 -2.250
C 3.614 0.187 -1.891
O 3.320 -0.808 -0.929
C 2.947 -2.048 -1.512
C 2.657 -3.048 -0.414
O 1.397 -2.872 0.197
C 0.339 -3.489 -0.522
H 1.076 3.322 -2.128
H 0.609 3.059 -0.430
H 0.045 1.936 -1.685
H 2.656 1.686 -3.088
H 1.572 0.382 -2.563
H 4.379 0.837 -1.458
H 4.034 -0.261 -2.798
H 3.773 -2.420 -2.132
H 2.068 -1.928 -2.156
H 3.411 -2.936 0.366
H 2.735 -4.062 -0.826
H 0.545 -4.555 -0.662
H 0.172 -3.014 -1.492
H -0.569 -3.364 0.062
O -2.141 1.572 0.611
C -3.277 1.122 0.545
C -3.720 -0.115 -0.060
C -5.091 -0.363 0.023
C -5.643 -1.485 -0.541
C -4.833 -2.405 -1.238
C -3.494 -2.188 -1.340
C -2.842 -1.047 -0.743
O -1.597 -0.902 -0.817
N -7.062 -1.719 -0.427
O -7.522 -2.724 -0.947
O -7.742 -0.901 0.174
H -4.105 1.710 0.989
H -5.735 0.337 0.541
H -5.298 -3.273 -1.684
H -2.860 -2.882 -1.878
C 0.960 4.057 4.387
O 2.134 3.737 3.631
C 2.121 2.520 3.061
O 1.207 1.732 3.152
N 3.282 2.325 2.379
N 3.426 1.178 1.602
H 1.113 5.070 4.747
H 0.848 3.370 5.223
H 0.074 4.004 3.757
H 3.870 3.131 2.229
H 4.314 0.735 1.786
H 3.303 1.380 0.617

---

# 3
The following is a quantum chemistry calculation of a cluster of 3 separate species, C15H24F4N3O9P2S in total in a non-equilibrium geometry, from the Open Molecules 2025 dataset.

Values from the calculation:
Total charge: -1
2S+1: 1
Lowest unoccupied orbital energy (hartree): 0.06461
HOMO level (eV): -5.223
E_tot (Ha): -2907.5180

Atoms and positions in Å:
O 0.518 -4.245 3.621
N 0.892 -3.142 3.566
O 1.920 -3.030 2.585
C 1.486 -2.397 1.378
P 2.163 -3.574 0.080
O 3.595 -3.924 0.249
C -0.050 -2.311 1.053
O -0.424 -0.985 1.019
P 0.869 0.057 0.536
S 1.193 0.960 2.548
C -0.221 1.554 0.221
C -1.639 1.527 0.852
C -2.777 1.230 -0.159
C -2.831 -0.199 -0.622
C -2.441 -0.507 -1.902
C -2.442 -1.814 -2.333
C -2.831 -2.813 -1.491
C -3.253 -2.500 -0.221
C -3.250 -1.207 0.210
C 2.447 0.838 -0.347
F 3.435 1.074 0.579
F 2.195 2.041 -0.957
C 3.073 -0.064 -1.411
F 2.301 -0.170 -2.519
F 4.235 0.572 -1.845
O 2.029 -1.187 1.089
H 1.330 -4.720 0.177
H 1.930 -2.972 -1.181
H -0.751 -2.851 1.693
H -0.127 -2.793 0.055
H 0.663 -0.558 -0.757
H 2.343 0.454 3.023
H -0.362 1.699 -0.854
H 0.294 2.402 0.666
H -1.729 0.938 1.765
H -1.844 2.563 1.163
H -3.700 1.489 0.365
H -2.703 1.936 -0.989
H -2.116 0.296 -2.554
H -2.116 -2.017 -3.347
H -2.798 -3.838 -1.844
H -3.551 -3.321 0.424
H -3.551 -0.948 1.219
H 3.393 -1.041 -1.051
C -6.913 3.431 1.106
N -5.842 2.580 0.518
O -6.036 1.382 0.481
O -4.849 3.155 0.118
H -7.730 2.790 1.417
H -6.483 3.956 1.954
H -7.233 4.128 0.337
C 6.730 1.832 -1.479
N 7.753 2.894 -1.262
O 7.374 4.045 -1.201
O 8.911 2.533 -1.161
H 5.755 2.295 -1.548
H 6.985 1.319 -2.401
H 6.777 1.156 -0.631

---

# 4
The following is a quantum chemistry calculation of a structure of composition C15H24F9HgN3NbO2 in a non-equilibrium geometry, from the Open Molecules 2025 dataset.

Values from the calculation:
Total charge: +2
2S+1: 2
Lowest unoccupied orbital energy (alpha / beta) (hartree): -0.37866 / -0.41614
HOMO level (alpha / beta) (eV): -16.517 / -16.576
E_tot (Ha): -2009.2062

Atoms and positions in Å:
N 1.833 -0.270 0.315
C 2.941 -0.946 0.633
O 3.907 -1.166 -0.150
Hg 2.632 -0.601 -1.893
Nb 0.000 0.000 0.000
N -0.561 -1.489 -1.266
N -0.308 1.704 -1.018
C -0.424 -2.936 -0.928
C 0.312 3.051 -1.116
C 0.767 -3.543 -1.705
C -1.722 -3.703 -1.260
C -0.148 -3.062 0.581
C 0.012 3.679 -2.495
C -0.223 3.966 0.009
C 1.836 2.914 -0.963
H 0.674 -3.360 -2.791
H 0.825 -4.636 -1.555
H 1.716 -3.110 -1.339
H -2.586 -3.225 -0.766
H -1.648 -4.743 -0.896
H -1.918 -3.742 -2.345
H 0.750 -2.486 0.876
H 0.039 -4.115 0.851
H -1.010 -2.706 1.169
H 0.320 2.995 -3.306
H 0.568 4.625 -2.608
H -1.060 3.906 -2.620
H -1.324 4.037 -0.027
H 0.184 4.988 -0.087
H 0.064 3.563 0.994
H 2.087 2.390 -0.026
H 2.314 3.908 -0.959
H 2.249 2.345 -1.820
C -1.712 1.623 -1.427
H -2.119 0.623 -1.153
H -2.360 2.370 -0.925
H -1.848 1.709 -2.523
C -1.149 -1.203 -2.577
H -2.241 -1.398 -2.610
H -0.985 -0.142 -2.827
H -0.685 -1.810 -3.382
F -1.294 2.040 3.402
C -1.279 0.745 3.892
F -1.347 0.796 5.274
F -2.412 0.105 3.420
C 0.000 0.000 3.420
O 0.000 0.000 2.000
C 1.275 0.751 3.896
F 1.324 0.826 5.278
F 2.414 0.104 3.454
F 1.296 2.038 3.386
C 0.005 -1.464 3.940
F 0.040 -1.498 5.323
F -1.130 -2.135 3.524
F 1.108 -2.146 3.459

---

# 5
The following is a quantum chemistry calculation of a structure of composition C15H24GaNO2P, from the Open Molecules 2025 dataset.

Values from the calculation:
Total charge: -1
2S+1: 1
Lowest unoccupied orbital energy (hartree): 0.09040
HOMO level (eV): -4.709
E_tot (Ha): -3057.3842

Atoms and positions in Å:
C -5.075 2.613 2.604
C -5.295 1.373 1.741
C -4.610 1.437 0.374
Ga -2.582 1.532 0.516
C -1.736 0.944 -1.253
C -0.262 1.035 -1.396
O 0.280 1.641 -2.308
C 0.635 0.347 -0.396
C 0.196 -0.711 0.400
C 1.072 -1.357 1.269
C 2.394 -0.936 1.363
C 2.832 0.131 0.580
C 1.962 0.764 -0.298
P -1.745 3.711 1.008
O -0.775 4.262 -0.010
H -5.624 3.468 2.198
H -5.431 2.458 3.626
H -4.017 2.880 2.658
H -6.380 1.231 1.630
H -4.930 0.495 2.286
H -4.810 0.495 -0.152
H -5.033 2.243 -0.235
H -2.178 0.603 1.767
H -2.043 -0.091 -1.445
H -2.128 1.586 -2.045
H -0.839 -1.028 0.345
H 0.705 -2.179 1.874
H 3.075 -1.440 2.039
H 3.867 0.448 0.647
H 2.297 1.584 -0.920
H -1.131 3.659 2.296
H -2.774 4.647 1.329
C 3.099 -2.375 -2.344
C 4.586 -2.488 -2.037
C 5.047 -3.929 -1.784
C 4.381 -4.541 -0.634
N 3.861 -5.015 0.269
H 2.494 -2.703 -1.497
H 2.834 -1.338 -2.546
H 2.825 -2.974 -3.215
H 4.827 -1.875 -1.167
H 5.166 -2.096 -2.875
H 6.121 -3.961 -1.599
H 4.843 -4.550 -2.659

---

Question: total charge of number 3 (C15H24F4N3O9P2S)?
Answer: -1

---

Question: Which of these has the lowest E_tot?
Answer: C15H24ClO21PS5